DFT (ωB97M-V with the def2-TZVPD basis set) results for a 2-piece molecular cluster, C4H10O2 overall.

Computed properties:
Strongest force on any atom, eV/Å: 0.48
Energy above the lowest of the compared OMol25 structures with the same formula, charge and spin, kcal/mol: 122.50
Gap between HOMO and LUMO, Eh: 0.348
E, Eh: -308.7029
HOMO level, eV: -8.63

Positions of all 16 atoms, in Å:
C  3.0062  -0.1647  -0.1315
O  1.7706  0.4731  -0.3238
C  0.7182  -0.2325  0.2833
C  -0.5781  0.5101  -0.0038
O  -1.5241  -0.4220  -0.5720
C  -2.5063  0.1365  -1.2236
H  3.7615  0.4258  -0.6540
H  3.2685  -0.2235  0.9367
H  2.9981  -1.1860  -0.5438
H  0.6357  -1.2504  -0.1308
H  0.8963  -0.3303  1.3668
H  -1.0396  0.9230  0.8985
H  -0.4061  1.3149  -0.7212
H  -4.0022  0.0211  0.5334
H  -3.7013  0.6186  0.1865
H  -3.1509  -0.7311  -1.5066

Atom charges from the Löwdin analysis, given in e for atoms 1 to 2: C -0.118; O -0.187



DFT (ωB97M-V with the def2-TZVPD basis set) results for C4H10O2Pr as an isolated structure in a non-equilibrium geometry.

Computed properties:
Strongest force on any atom, eV/Å: 2.65
Energy above the lowest of the compared OMol25 structures with the same formula, charge and spin, kcal/mol: 0.27
Gap between HOMO and LUMO (alpha / beta), Eh: 0.269 / 0.267
E, Eh: -825.5136
Net charge: +1
Multiplicity: 3
HOMO level (alpha / beta), eV: -11.70 / -11.59

Positions of all 17 atoms, in Å:
C  -1.5045  0.0403  0.7797
O  -1.2371  0.5407  -0.5947
C  -0.4454  1.6989  -0.6980
C  0.9318  1.5249  -0.0722
O  1.4202  0.2368  -0.4343
C  2.7861  0.0250  -0.1106
H  -2.5898  -0.1357  0.8262
H  -1.2600  0.8347  1.5040
H  -0.9436  2.5576  -0.2172
H  -0.3372  1.8927  -1.7738
H  0.9016  1.6005  1.0258
H  1.6113  2.3022  -0.4520
H  3.4168  0.6855  -0.7220
H  2.9584  0.2119  0.9601
H  3.0270  -1.0172  -0.3479
H  -1.2532  -2.3014  1.4037
Pr  -0.1494  -1.6182  -0.2831

Atom charges from the Löwdin analysis, given in e for atoms 1 to 2: C -0.270; O -0.356



DFT (ωB97M-V with the def2-TZVPD basis set) results for a 2-piece molecular cluster, C4H10O2S overall in a non-equilibrium geometry.

Computed properties:
Strongest force on any atom, eV/Å: 3.51
SMILES string: O=CCCCS.O
Energy above the lowest of the compared OMol25 structures with the same formula, charge and spin, kcal/mol: 60.58
Gap between HOMO and LUMO, Eh: 0.361
E, Eh: -706.9969
HOMO level, eV: -9.20

Positions of all 17 atoms, in Å:
O  1.8004  -1.9857  0.2450
C  2.1808  -0.9079  0.7488
C  1.1533  0.0714  1.3452
C  -0.1735  -0.1821  0.5029
C  -1.2377  0.8309  0.9250
S  -2.9291  0.4411  0.3139
H  3.2239  -0.6924  0.8156
H  1.3208  1.2853  1.0393
H  1.1107  0.0050  2.4964
H  -0.0588  0.0108  -0.5593
H  -0.5548  -1.2214  0.7648
H  -0.7248  1.8684  0.7286
H  -1.3076  0.8514  2.0925
H  -3.4868  1.2117  1.2700
O  0.1297  -0.7940  -4.0430
H  -0.5630  -0.1699  -3.6388
H  0.1165  -0.6225  -5.0468

Atom charges from the Löwdin analysis, given in e for atoms 1 to 2: O 0.014; C -0.225



DFT (ωB97M-V with the def2-TZVPD basis set) results for a 2-piece molecular cluster, C4H10O2S overall in a non-equilibrium geometry.

Computed properties:
Strongest force on any atom, eV/Å: 1.58
SMILES string: O=CCCCS.O
Energy above the lowest of the compared OMol25 structures with the same formula, charge and spin, kcal/mol: 28.31
Gap between HOMO and LUMO, Eh: 0.361
E, Eh: -707.0483
HOMO level, eV: -9.25

Positions of all 17 atoms, in Å:
O  -1.0397  1.5474  -2.6542
C  0.1176  1.3276  -2.4345
C  0.7113  0.9500  -1.0739
C  -0.2454  0.2577  -0.0945
C  -0.1259  -1.2358  -0.0793
S  -0.8837  -2.0711  1.3591
H  0.8829  1.3812  -3.2319
H  1.0864  1.8784  -0.6376
H  1.5917  0.3532  -1.3392
H  -0.1709  0.7278  0.8814
H  -1.2269  0.5468  -0.4931
H  0.9064  -1.5927  -0.0094
H  -0.5372  -1.7307  -0.9583
H  -2.1074  -1.9894  0.9491
O  1.8786  1.4208  2.6561
H  2.5386  0.7536  2.3634
H  1.3659  0.9311  3.3043

Atom charges from the Löwdin analysis, given in e for atoms 1 to 2: O 0.057; C -0.262



DFT (ωB97M-V with the def2-TZVPD basis set) results for one molecule with the formula C4H10O2S in a non-equilibrium geometry.

Computed properties:
Strongest force on any atom, eV/Å: 3.86
SMILES string: C[C@@](O)(S)CCO
Energy above the lowest of the compared OMol25 structures with the same formula, charge and spin, kcal/mol: 49.26
Gap between HOMO and LUMO, Eh: 0.368
E, Eh: -707.0149
HOMO level, eV: -9.37

Positions of all 17 atoms, in Å:
C  -1.0025  1.0789  -0.9570
C  -0.9222  0.1844  0.2491
O  -1.6591  0.6548  1.2833
S  -1.5130  -1.6206  -0.1375
C  0.6525  0.1013  0.8258
C  1.5350  -0.4704  -0.2263
O  2.7611  -0.9266  0.2516
H  -1.8887  0.5934  -1.4591
H  -0.9966  2.1397  -0.5771
H  -0.2291  0.7404  -1.5963
H  -2.5230  0.2562  1.3548
H  -1.2398  -1.5157  -1.4425
H  0.6383  -0.2756  1.8701
H  0.9398  1.1842  1.0808
H  1.7168  0.2763  -1.0499
H  0.9740  -1.3375  -0.6775
H  2.7565  -1.0630  1.2076

Atom charges from the Löwdin analysis, given in e for atoms 1 to 2: C -0.071; C -0.828



DFT (ωB97M-V with the def2-TZVPD basis set) results for one molecule with the formula C4H10O3.

Computed properties:
Strongest force on any atom, eV/Å: 0.33
SMILES string: COC[C@@H](O)CO
Energy above the lowest of the compared OMol25 structures with the same formula, charge and spin, kcal/mol: 33.24
Gap between HOMO and LUMO, Eh: 0.410
E, Eh: -384.0967
HOMO level, eV: -10.29

Positions of all 17 atoms, in Å:
C  -0.2939  -2.4921  -0.4997
O  -0.9270  -1.2822  -0.1512
C  -0.3214  -0.1469  -0.7428
C  -0.4558  1.0189  0.2362
O  -0.1594  0.5611  1.5433
C  0.5708  2.1056  -0.0651
O  1.8765  1.6054  0.1131
H  -0.7959  -3.2900  0.0519
H  0.7702  -2.4731  -0.2198
H  -0.3690  -2.6943  -1.5774
H  0.7478  -0.3313  -0.9150
H  -0.7985  0.0888  -1.7055
H  -1.4732  1.4392  0.1955
H  -0.5218  -0.3390  1.5801
H  0.3817  2.9648  0.5953
H  0.4836  2.4444  -1.1035
H  1.8373  1.1265  0.9561

Atom charges from the Löwdin analysis, given in e for atoms 1 to 2: C -0.101; O -0.201



DFT (ωB97M-V with the def2-TZVPD basis set) results for a 2-piece molecular cluster, C4H10O3 overall.

Computed properties:
Strongest force on any atom, eV/Å: 0.83
SMILES string: CCCC(=O)O.O
Energy above the lowest of the compared OMol25 structures with the same formula, charge and spin, kcal/mol: 4.75
Gap between HOMO and LUMO, Eh: 0.404
E, Eh: -384.1421
HOMO level, eV: -10.49

Positions of all 17 atoms, in Å:
C  -1.6895  -2.4915  0.8437
C  -0.6010  -1.4443  0.9945
C  0.6992  -1.8041  0.2609
C  1.4704  -0.6885  -0.3662
O  2.6616  -0.6791  -0.5261
O  0.6829  0.3054  -0.8357
H  -2.1786  -2.4489  -0.1258
H  -2.4574  -2.2931  1.5870
H  -1.3261  -3.5070  0.9677
H  -0.3855  -1.2374  2.0419
H  -0.9527  -0.4998  0.5712
H  1.3543  -2.3950  0.8917
H  0.4182  -2.4408  -0.5816
H  1.2914  0.8965  -1.3077
O  0.5963  7.1758  -1.6115
H  0.2752  7.0732  -0.7019
H  0.1412  6.4788  -2.1021

Atom charges from the Löwdin analysis, given in e for atoms 1 to 2: C -0.112; C -0.249



DFT (ωB97M-V with the def2-TZVPD basis set) results for a 3-piece molecular cluster, C4H10O3 overall in a non-equilibrium geometry.

Computed properties:
Strongest force on any atom, eV/Å: 3.25
SMILES string: C=CC(=C)O.O.O
Energy above the lowest of the compared OMol25 structures with the same formula, charge and spin, kcal/mol: 76.11
Gap between HOMO and LUMO, Eh: 0.316
E, Eh: -384.0283
HOMO level, eV: -8.17

Positions of all 17 atoms, in Å:
C  -0.8924  2.2609  -1.2041
C  -1.6250  1.1261  -0.9599
C  -1.2243  -0.1581  -0.2960
C  -2.0439  -0.9911  0.3144
O  0.0647  -0.7484  -0.5171
H  -0.1266  2.6544  -0.5159
H  -1.2958  3.0903  -1.8154
H  -2.6930  0.9137  -1.2467
H  -1.5305  -1.8609  0.8271
H  -3.1176  -0.9703  0.4262
H  0.9404  -0.2663  -0.7634
O  1.7437  -1.2063  1.9936
H  0.9427  -1.4572  2.4095
H  2.4142  -1.7889  2.3103
O  2.4382  0.1930  -0.1883
H  2.4975  -0.5360  0.4718
H  2.7108  0.8876  0.4659

Atom charges from the Löwdin analysis, given in e for atoms 1 to 2: C 0.008; C -0.113



DFT (ωB97M-V with the def2-TZVPD basis set) results for a 2-piece molecular cluster, C4H10O3 overall in a non-equilibrium geometry.

Computed properties:
Strongest force on any atom, eV/Å: 2.32
SMILES string: CCOC(C)=O.O
Energy above the lowest of the compared OMol25 structures with the same formula, charge and spin, kcal/mol: 13.88
Gap between HOMO and LUMO, Eh: 0.405
E, Eh: -384.1275
HOMO level, eV: -10.20

Positions of all 17 atoms, in Å:
C  4.9589  -1.1668  -0.1631
C  4.9601  0.0146  0.7748
O  4.8421  1.2181  -0.0795
C  5.3472  2.3104  0.5223
C  5.5788  3.5116  -0.3536
O  5.5827  2.2874  1.7350
H  4.8106  -2.0949  0.3955
H  4.1843  -1.0591  -0.9349
H  5.9472  -1.1737  -0.6351
H  5.9268  0.1247  1.2613
H  4.1378  -0.0388  1.5030
H  5.7593  4.3982  0.2585
H  6.4147  3.4794  -1.0634
H  4.6705  3.6387  -0.9369
O  3.2263  3.2877  1.9190
H  3.5760  2.4582  2.2720
H  2.2906  3.3538  2.1538

Atom charges from the Löwdin analysis, given in e for atoms 1 to 2: C -0.075; C -0.204



DFT (ωB97M-V with the def2-TZVPD basis set) results for a 3-piece molecular cluster, C4H10O3 overall in a non-equilibrium geometry.

Computed properties:
Strongest force on any atom, eV/Å: 1.01
SMILES string: C=CC(=C)O.O.O
Energy above the lowest of the compared OMol25 structures with the same formula, charge and spin, kcal/mol: 56.95
Gap between HOMO and LUMO, Eh: 0.312
E, Eh: -384.0589
HOMO level, eV: -8.06

Positions of all 17 atoms, in Å:
C  3.3094  0.8090  1.6989
C  2.0091  1.0984  1.6770
C  1.1678  0.7979  0.5204
C  1.5751  0.3765  -0.7027
O  -0.1261  1.1548  0.7163
H  3.8101  0.9412  2.6504
H  3.7518  0.4685  0.7722
H  1.5608  1.5295  2.5635
H  1.0050  0.8075  -1.5091
H  2.3398  -0.3581  -0.8799
H  -0.6670  0.7584  0.0234
O  -3.7830  -2.2042  -2.0205
H  -3.0923  -2.3655  -2.6663
H  -4.0776  -3.0411  -1.6492
O  -2.8291  0.1279  -0.4409
H  -3.4812  -0.3842  -0.9411
H  -2.4726  -0.5163  0.1876

Atom charges from the Löwdin analysis, given in e for atoms 1 to 2: C 0.029; C -0.119



DFT (ωB97M-V with the def2-TZVPD basis set) results for a 2-piece molecular cluster, C4H10O3 overall in a non-equilibrium geometry.

Computed properties:
Strongest force on any atom, eV/Å: 1.54
SMILES string: C[C@@H](O)CC=O.O
Energy above the lowest of the compared OMol25 structures with the same formula, charge and spin, kcal/mol: 32.76
Gap between HOMO and LUMO, Eh: 0.384
E, Eh: -384.0974
HOMO level, eV: -9.77

Positions of all 17 atoms, in Å:
C  1.1408  0.4593  0.5782
C  -0.2135  -0.1003  0.1159
O  -0.5230  -1.4384  0.4689
C  -1.3287  0.8521  0.5735
C  -2.6653  0.5482  -0.0024
O  -3.6546  1.1866  0.2620
H  1.9444  -0.2493  0.4273
H  1.0588  0.7419  1.6363
H  1.2461  1.3628  -0.0238
H  -0.3258  0.0306  -0.9647
H  -0.8431  -1.3977  1.3728
H  -1.5053  0.8074  1.6630
H  -1.0456  1.8884  0.3652
H  -2.8000  -0.2310  -0.7679
O  3.1925  -1.1333  -1.7335
H  3.8473  -1.5776  -2.2638
H  2.4749  -1.7496  -1.7072

Atom charges from the Löwdin analysis, given in e for atoms 1 to 2: C -0.037; C -0.458



DFT (ωB97M-V with the def2-TZVPD basis set) results for a 3-piece molecular cluster, C4H10O3 overall in a non-equilibrium geometry.

Computed properties:
Strongest force on any atom, eV/Å: 1.73
Energy above the lowest of the compared OMol25 structures with the same formula, charge and spin, kcal/mol: 123.68
Gap between HOMO and LUMO, Eh: 0.187
E, Eh: -383.9525
HOMO level, eV: -8.44

Positions of all 17 atoms, in Å:
C  3.1756  0.3008  0.3904
C  1.8600  0.3594  0.1120
C  1.2187  -0.4657  -0.8100
C  -0.2385  -0.4401  -0.9142
O  -0.6928  -1.5736  -0.2685
H  3.5983  0.9938  1.1186
H  3.8166  -0.4191  -0.0867
H  1.2538  1.0861  0.6465
H  1.7849  -1.2789  -1.2719
H  -0.5563  -0.4190  -1.9734
H  -0.6044  0.4732  -0.4321
H  -1.7237  -1.3863  -0.1193
H  -3.7626  -0.8084  0.0653
O  -2.8573  -0.5213  -0.0612
H  -2.3059  0.6891  0.7438
H  -2.2606  1.9909  1.6940
O  -1.7057  1.4193  1.1668

Atom charges from the Löwdin analysis, given in e for atoms 1 to 2: C 0.171; C -0.099